Entry 1:
The following is a quantum chemistry calculation of 2 unconnected molecules or ions with the total composition C4H5BrO2 in a non-equilibrium geometry, from the OMol25 dataset.

Element x y z (Å)
C -1.34 -0.90 -2.41
C -0.74 0.06 -3.04
C 0.30 0.65 -0.03
C -0.27 -0.37 0.99
O -1.83 -1.69 -1.68
O 1.42 1.03 0.01
Br 1.20 0.20 -3.23
H -0.30 0.97 -0.92
H -1.21 0.02 1.45
H 0.44 -0.44 1.75
H -0.57 -1.26 0.34
H -1.18 0.98 -3.50

2S+1 ... 3
Strongest force on any atom ... 4.1 eV Å⁻¹
Gap between HOMO and LUMO (spin up / spin down) ... 7.74 / 6.88 eV

Atom-resolved charges from natural (NBO), all expressed in e: 0.452 -0.339 0.447 -0.723 -0.415 -0.516 0.044 0.099 0.227 0.233 0.248 0.242



Entry 2:
The following is a quantum chemistry calculation of a single C4H5BrS molecule in a non-equilibrium geometry, from the OMol25 dataset.

Element x y z (Å)
Br 0.52 2.03 1.41
C -0.61 0.51 0.95
C 0.28 -0.67 0.67
C 0.58 -0.57 -0.80
C -0.22 0.14 -1.58
S -1.54 0.98 -0.81
H -1.46 0.59 1.71
H -0.22 -1.53 0.93
H 1.20 -0.64 1.16
H 1.59 -0.94 -1.06
H -0.11 0.09 -2.57

SMILES string ... Br[C@@H]1CC=CS1
Strongest force on any atom ... 4.0 eV Å⁻¹
Gap between HOMO and LUMO ... 9.03 eV

Atom-resolved charges from natural (NBO), all expressed in e: -0.002 -0.283 -0.513 -0.206 -0.348 0.202 0.248 0.229 0.236 0.217 0.219



Entry 3:
The following is a quantum chemistry calculation of 2 unconnected molecules or ions with the total composition C4H5Cl in a non-equilibrium geometry, from the OMol25 dataset.

Element x y z (Å)
C 2.06 2.30 -0.11
C 1.52 1.31 0.19
C -0.97 -1.63 -0.27
C -0.96 -0.57 0.80
Cl -2.09 0.70 0.45
H 2.67 3.15 -0.16
H -1.36 -1.35 -1.18
H -1.81 -2.21 0.19
H 0.06 -2.08 -0.35
H 0.87 0.38 0.43

Strongest force on any atom ... 6.8 eV Å⁻¹
Gap between HOMO and LUMO ... 8.51 eV

Atom-resolved charges from natural (NBO), all expressed in e: -0.237 -0.239 -0.787 0.047 0.007 0.225 0.219 0.282 0.249 0.235



Entry 4:
The following is a quantum chemistry calculation of 2 unconnected molecules or ions with the total composition C4H5Cl in a non-equilibrium geometry, from the OMol25 dataset.

Element x y z (Å)
C -0.47 -1.19 2.00
C -0.01 -0.73 0.99
C 0.34 1.12 -0.60
C 0.17 -0.37 -0.35
Cl 1.06 -1.27 -1.52
H -0.61 -1.47 3.05
H 0.00 1.46 -1.65
H 1.35 1.44 -0.49
H -0.11 1.89 0.07
H -1.72 -0.87 -1.51

Strongest force on any atom ... 2.9 eV Å⁻¹
Gap between HOMO and LUMO (spin up / spin down) ... 9.27 / 7.81 eV

Atom-resolved charges from natural (NBO), all expressed in e: -0.140 -0.120 -0.673 -0.062 0.042 0.245 0.231 0.225 0.236 0.016



Entry 5:
The following is a quantum chemistry calculation of a single C4H5ClF2 molecule in a non-equilibrium geometry, from the OMol25 dataset.

Element x y z (Å)
C 0.05 0.54 -0.59
C 1.21 0.39 -1.25
C -0.34 -0.15 0.67
C 1.76 1.16 -2.33
F 2.53 0.37 -3.11
F 0.87 1.77 -3.12
Cl 2.84 2.44 -1.65
H -0.61 1.39 -0.91
H 2.04 -0.20 -0.98
H 0.26 -1.06 0.82
H -0.32 0.55 1.56
H -1.34 -0.42 0.75

2S+1 ... 3
Strongest force on any atom ... 9.7 eV Å⁻¹
Gap between HOMO and LUMO (spin up / spin down) ... 7.01 / 8.79 eV

Atom-resolved charges from natural (NBO), all expressed in e: -0.134 -0.156 -0.670 0.622 -0.325 -0.318 -0.085 0.188 0.197 0.215 0.233 0.233



Entry 6:
The following is a quantum chemistry calculation of 2 unconnected molecules or ions with the total composition C4H5ClFN in a non-equilibrium geometry, from the OMol25 dataset.

Element x y z (Å)
C 2.95 0.65 -1.30
C 2.38 0.81 -0.16
C 0.10 -0.33 -0.06
C -2.27 0.25 -0.06
N -0.84 0.48 -0.05
F 2.52 1.52 0.95
Cl 0.29 -1.94 -0.04
H 3.75 1.14 -1.93
H 2.34 -0.08 -1.80
H -2.85 1.09 0.35
H -2.66 -0.75 0.26
H -2.47 0.25 -1.11

Strongest force on any atom ... 4.8 eV Å⁻¹
Gap between HOMO and LUMO (spin up / spin down) ... 8.57 / 8.43 eV

Atom-resolved charges from natural (NBO), all expressed in e: -0.634 0.466 0.199 -0.449 -0.444 -0.316 0.074 0.236 0.239 0.219 0.196 0.215



Let's list ΔE to the lowest compared entry with this formula, charge and spin in order: 0.00; 0.00; 108.24; 113.11; 0.00; 110.73 kcal/mol.